Computed, not measured: an isolated molecule of C2H6S in a non-equilibrium geometry, with ωB97M-V/def2-TZVPD.

Each line ends with the Mulliken charge.
CARTESIAN COORDINATES (ANGSTROEM)
C: 1.35 0.01 -0.32  -0.798
H: -2.02 0.13 1.16  0.294
C: -0.94 0.04 1.12  -0.811
H: 1.86 -0.28 -1.24  0.287
H: -0.47 0.90 1.60  0.269
H: 1.66 -0.65 0.50  0.261
H: 1.70 1.02 -0.06  0.278
H: -0.61 -0.85 1.65  0.273
S: -0.39 -0.06 -0.60  -0.053

Its net charge is 0. The highest occupied orbital energy comes out at -8.46 eV. The HOMO-LUMO gap is 9.618 eV. For the energy above the lowest of the compared OMol25 structures with the same formula, charge and spin, the calculation gives 1.0 kcal per mole. The SMILES is CSC.

Computed, not measured: a structure of composition C18H42Br10Nb in a non-equilibrium geometry, with ωB97M-V/def2-TZVPD.

Each line ends with the Mulliken charge.
CARTESIAN COORDINATES (ANGSTROEM)
H: 2.77 0.58 2.47  0.182
C: 0.89 -1.95 1.82  0.175
H: -2.04 5.49 -5.79  0.395
Nb: -1.75 0.66 2.49  -0.748
H: 0.83 3.86 -3.35  -0.190
C: 3.52 -1.63 2.27  -0.793
Br: 5.69 6.09 -6.40  -0.118
C: -0.62 0.03 0.62  -0.861
Br: -4.77 -6.35 0.24  -0.182
C: 4.33 5.76 -7.75  -0.443
H: 1.08 -1.09 2.59  -0.009
C: -3.13 -1.15 2.48  -0.757
Br: 2.49 2.20 -2.58  -0.170
H: 0.46 -2.95 2.31  -0.039
Br: 0.39 5.02 -6.10  -0.155
C: -3.21 -9.20 5.31  -0.569
H: 5.01 1.41 3.14  0.238
H: -5.32 -6.11 2.64  0.446
H: -0.63 -0.21 3.62  0.025
C: -4.36 -6.11 2.13  -0.219
H: 2.59 -2.02 0.17  0.277
H: 0.06 2.67 -2.27  0.401
H: 3.12 -1.72 3.39  0.252
H: -4.02 -0.94 1.71  0.261
H: -3.92 -8.68 7.27  0.323
C: -4.18 -8.50 6.23  -0.559
H: 0.51 -1.67 -0.41  0.269
H: 0.27 0.79 0.44  0.038
H: 5.36 1.32 1.26  0.204
C: 2.42 -2.38 1.27  -0.548
H: 5.92 -0.13 2.43  0.246
H: -2.22 -8.74 5.28  0.377
C: -0.13 -1.54 0.59  -0.183
H: 2.57 -3.56 1.41  0.238
H: -2.64 1.25 3.99  -0.008
C: -1.18 6.15 -5.91  -0.568
H: -2.91 1.56 1.41  -0.013
H: -1.27 6.68 -6.87  0.320
H: -3.78 -6.98 2.45  -0.045
H: -3.62 -4.56 3.44  0.266
H: 3.43 0.06 0.70  0.054
H: 2.07 4.80 -1.24  0.377
H: 4.61 7.77 -8.57  0.372
H: 3.23 6.86 -9.25  0.328
H: 0.31 5.10 -1.31  -0.049
C: 3.60 -0.04 1.88  0.082
H: 4.83 5.16 -8.52  0.336
H: -0.03 7.62 -4.76  0.260
H: -4.08 -3.96 1.83  0.427
H: -1.01 -2.33 0.49  0.179
C: 5.07 0.66 2.21  -0.880
H: 3.54 5.15 -7.28  0.217
H: 4.58 -2.15 2.20  0.372
H: -3.11 -10.25 5.59  0.316
C: 3.81 7.05 -8.34  -0.571
H: -1.79 7.91 -4.83  0.349
H: -2.50 -2.10 2.22  0.050
Br: -1.26 6.28 -3.05  -0.110
Br: -3.87 -9.23 3.47  -0.107
Br: -1.77 -4.91 1.84  -0.169
Br: 2.58 7.94 -7.12  -0.124
C: 0.92 3.34 -2.40  0.007
C: 1.09 4.33 -1.26  -0.315
H: -3.61 -1.23 3.57  0.350
C: -3.64 -4.80 2.37  -0.545
H: -0.73 2.17 2.61  0.036
C: -1.01 7.14 -4.78  -0.487
Br: 0.84 3.46 0.47  -0.062
H: -1.37 0.19 -0.29  0.301
H: -5.22 -8.78 6.06  0.364
Br: -4.07 -6.56 6.02  -0.116

Its net charge is -1. The highest occupied orbital energy comes out at -4.39 eV. The HOMO-LUMO gap is 5.990 eV.

Computed, not measured: a structure of composition C36H34AsCl2N2O2RbS, with ωB97M-V/def2-TZVPD.

Each line ends with the Mulliken charge.
CARTESIAN COORDINATES (ANGSTROEM)
H: -2.61 -4.60 1.25  0.358
H: -6.29 5.01 2.63  0.299
H: 5.12 3.12 3.54  0.375
H: -6.50 1.15 1.42  0.086
C: 1.49 -0.85 -5.48  0.482
C: 0.64 1.32 -6.07  -0.370
C: -3.16 0.59 -2.63  -2.056
H: 3.91 4.15 1.60  0.341
H: -8.55 -0.16 -4.26  0.315
C: 3.61 3.20 2.02  -0.621
C: 4.27 2.62 3.09  -0.258
H: -3.14 0.54 4.54  0.500
H: 1.97 2.94 0.65  0.384
C: -3.46 -1.29 0.95  0.774
C: 0.59 1.63 -4.72  -0.710
H: -2.58 -0.20 -2.15  0.299
H: -7.94 0.31 0.83  0.483
C: -5.38 4.04 0.34  -1.796
C: 2.75 0.77 2.96  0.202
C: -7.18 1.06 0.57  -1.939
H: -7.69 2.02 0.46  0.388
O: 1.59 -1.28 2.68  -0.690
H: 0.32 2.05 -6.81  0.342
C: -3.47 0.51 3.50  -1.747
C: 1.00 0.70 -3.78  0.625
H: -3.06 0.48 -3.71  0.421
Cl: 0.90 1.19 -2.11  -0.153
C: 3.84 1.40 3.57  -0.439
C: -7.31 0.13 -1.70  -1.019
H: -4.91 -4.74 2.20  0.348
H: -5.87 5.39 5.27  0.347
C: 1.10 0.07 -6.44  -0.691
O: 2.73 -0.91 4.60  -0.758
C: -4.53 2.19 1.87  -0.344
C: -4.78 -1.42 1.47  -0.143
H: -4.66 2.07 5.26  0.281
Rb: 0.31 -0.61 0.50  0.805
C: -2.73 -2.50 0.87  -0.570
C: -4.62 0.48 -2.24  0.470
H: -8.23 -1.76 -3.59  0.311
As: -3.61 1.44 0.25  0.792
C: -4.30 1.73 3.18  0.862
H: -2.60 0.43 2.85  0.230
C: -4.84 2.44 4.26  -0.986
C: -4.52 -3.80 1.85  -0.620
C: -7.75 -0.85 -3.98  -1.502
C: 1.47 -0.60 -4.08  -0.521
C: 2.53 2.52 1.48  -0.253
C: -3.23 -3.71 1.32  -0.645
H: -4.05 -0.41 3.36  0.264
C: -5.28 -2.64 1.90  -0.957
C: -6.49 0.67 -0.72  1.899
H: 0.23 2.60 -4.38  0.348
C: 2.30 -0.62 3.47  0.219
H: -5.08 -0.35 -4.16  0.264
N: 2.11 1.33 1.93  0.079
C: -5.74 4.08 2.80  -0.930
S: 1.97 -1.74 -2.90  -0.458
H: -5.38 -0.53 1.55  0.838
H: -7.20 -1.12 -4.88  0.350
C: -5.12 0.85 -0.97  0.365
H: -8.37 -0.02 -1.47  0.370
C: -6.17 4.34 5.27  -1.562
C: -5.58 3.60 4.09  0.773
H: 4.29 0.90 4.41  0.431
C: -6.84 -0.25 -2.94  0.716
H: 1.15 -0.21 -7.49  0.360
C: -5.49 -0.06 -3.20  -1.026
H: -4.45 4.54 0.04  0.361
H: -6.29 -2.67 2.30  0.350
H: -7.26 4.31 5.24  0.299
H: -5.61 3.32 -0.44  0.304
H: -1.74 -2.46 0.43  -0.048
C: -5.22 3.40 1.70  1.355
Cl: 2.05 -2.39 -6.08  -0.249
H: -5.85 3.89 6.21  0.344
H: -6.17 4.79 0.35  0.355
N: -2.84 -0.15 0.57  -0.096
H: -2.72 1.53 -2.33  0.392

Its net charge is -2. The highest occupied orbital energy comes out at -2.06 eV. The HOMO-LUMO gap is 5.934 eV.

Computed, not measured: a cluster of 7 separate species, C21H61N4O9 in total in a non-equilibrium geometry, with ωB97M-V/def2-TZVPD.

Each line ends with the Mulliken charge.
CARTESIAN COORDINATES (ANGSTROEM)
H: 3.92 2.12 -2.49  0.306
H: 0.25 3.58 -0.96  -0.281
H: -0.36 0.48 -4.11  0.152
H: -3.12 2.21 0.59  0.093
H: -1.80 6.74 -2.10  0.435
C: -1.40 -0.07 -3.74  -0.595
H: -3.48 0.24 -1.74  0.423
H: 4.03 -2.59 0.39  0.406
H: 0.90 0.62 0.03  0.019
O: -1.20 -1.14 -2.84  -0.253
H: 0.59 -4.52 0.00  0.037
C: 3.19 1.73 2.08  -0.502
C: 2.89 -7.67 0.45  -0.722
C: -0.52 2.63 2.82  -0.401
H: -0.67 -3.81 -2.46  0.811
H: -4.19 2.53 -0.90  0.371
H: 1.60 3.08 1.21  0.019
H: -1.83 -0.50 -4.71  0.289
H: 0.00 -0.81 0.35  0.131
H: -2.09 0.64 -3.49  0.186
H: -3.99 1.42 3.15  0.312
H: -4.69 2.84 3.95  0.258
O: 2.21 -1.69 -0.12  -0.248
H: -2.68 -3.81 1.99  0.292
H: 3.19 -8.27 -0.63  0.214
N: 0.71 1.86 2.53  -0.138
C: -3.58 0.40 -0.68  0.148
H: 5.98 2.87 3.12  0.405
C: 2.15 -5.75 -0.82  -0.425
H: 3.93 -7.34 0.52  0.327
H: 1.99 1.46 -2.95  0.208
H: 3.83 1.17 -0.81  0.188
H: -0.58 3.94 -2.60  0.471
C: 1.93 2.70 2.34  -0.308
C: 0.83 -4.85 -0.95  -0.689
O: -2.68 2.71 3.49  -0.386
H: -1.86 1.15 2.90  0.045
H: 0.06 -5.17 -1.44  0.737
C: -1.59 1.80 3.52  -0.320
C: -2.09 -2.98 1.34  -0.131
H: 3.10 -4.95 -0.51  0.103
H: -0.27 3.56 3.29  0.644
O: -0.27 5.53 -1.20  -0.376
C: -0.11 -2.98 -2.07  -0.674
H: 2.44 -6.37 -1.66  0.485
N: 1.12 -3.80 -1.82  -0.283
H: -2.74 -2.85 0.41  0.037
C: -3.87 2.07 3.92  -0.852
C: 3.10 -2.37 0.83  -1.069
H: 2.96 -3.36 0.97  0.463
H: 0.44 -2.13 -4.15  0.358
C: 3.50 1.36 -1.82  -0.731
H: 3.79 0.42 -2.29  0.326
H: -1.07 -3.29 1.08  -0.099
H: -4.55 -2.10 -0.04  0.087
H: 2.98 -1.87 1.84  0.276
H: -6.21 -1.26 0.03  0.277
H: 1.99 3.65 3.06  0.292
H: -0.74 3.02 1.79  -0.127
C: -3.26 1.98 -0.47  -0.876
O: -4.82 0.05 -0.17  -0.409
H: -1.47 1.72 4.57  0.559
O: 1.87 -6.73 0.25  -0.304
H: 3.21 1.18 1.27  0.070
O: 4.21 2.68 2.13  -0.412
O: 2.08 1.35 -1.97  -0.305
H: 6.13 1.80 1.78  0.370
H: -2.37 -1.42 2.59  0.274
H: -0.28 7.38 -1.89  0.288
H: -0.52 -2.70 -1.12  -0.119
H: 0.94 1.16 3.35  0.210
O: -1.84 -1.75 1.78  -0.379
H: 3.44 1.16 2.88  0.641
H: 0.89 -1.09 -2.63  0.066
C: -1.91 3.78 -0.96  -0.722
H: 5.66 1.34 3.20  0.424
N: -2.15 2.45 -1.25  0.219
H: -3.79 1.36 4.72  0.355
H: 2.62 -8.46 1.15  0.291
H: -0.83 6.26 -3.17  0.372
C: -0.84 6.44 -2.11  -0.969
C: 5.54 2.17 2.58  -1.085
N: -0.04 0.27 -0.01  1.134
H: -0.32 0.20 -1.02  -0.171
H: 2.26 -2.22 -0.94  0.186
C: 0.11 -1.78 -3.05  -0.149
H: 1.50 -3.98 -2.73  0.217
H: -2.10 4.03 0.17  0.197
C: -5.16 -1.23 -0.48  -0.541
C: -0.56 4.13 -1.52  -0.056
H: -2.63 4.44 -1.56  0.431
H: -5.00 -1.34 -1.51  0.356
H: -2.46 2.55 -2.30  0.285
H: -0.71 0.73 0.63  -0.384
H: -2.73 -0.16 -0.09  -0.081

Its net charge is +1. The highest occupied orbital energy comes out at -11.48 eV. The HOMO-LUMO gap is 9.562 eV. For the energy above the lowest of the compared OMol25 structures with the same formula, charge and spin, the calculation gives 17.2 kcal per mole.

Computed, not measured: a structure of composition C12H21Cl6I2O in a non-equilibrium geometry, with ωB97M-V/def2-TZVPD.

Each line ends with the Mulliken charge.
CARTESIAN COORDINATES (ANGSTROEM)
H: -1.68 0.02 2.51  0.151
C: -0.88 -0.68 2.25  -0.147
H: 4.02 -5.30 -2.57  0.326
Cl: 0.08 6.43 -0.94  -0.187
Cl: 1.40 -5.17 0.03  -0.151
H: 0.70 4.66 -4.11  0.297
C: 0.95 0.45 1.00  0.212
C: 0.68 5.17 -2.05  -0.244
H: -4.74 1.92 -1.85  0.306
H: 0.34 4.21 -1.65  0.112
C: -5.34 1.80 0.19  -0.403
H: 1.52 -5.47 -2.30  0.305
I: 0.79 2.74 1.02  -0.292
H: 2.12 -2.05 1.86  0.080
C: 2.22 -5.64 -1.48  -0.474
C: 3.50 -4.88 -1.70  -0.485
H: -6.31 1.40 -0.09  0.304
C: -4.35 1.53 -0.91  -0.586
C: 0.22 5.38 -3.46  -0.438
H: 0.81 -1.78 4.84  0.214
C: 2.39 -1.57 0.92  -0.903
Cl: 3.22 -3.16 -2.03  -0.156
H: 4.15 -4.95 -0.83  0.313
H: -5.43 2.87 0.38  0.295
H: 1.72 -1.92 0.14  0.187
H: -4.16 0.46 -1.03  0.326
H: -0.99 0.35 0.39  -0.104
C: -0.26 -0.25 0.92  -0.648
C: 2.16 -0.08 1.03  -0.047
O: 0.05 -0.68 3.33  -0.267
H: -1.32 -1.68 2.17  0.344
Cl: -4.88 1.02 1.72  -0.177
H: 0.46 6.39 -3.81  0.320
Cl: -2.78 2.32 -0.63  -0.094
H: 2.43 -6.71 -1.41  0.307
H: 1.76 5.19 -2.01  0.283
H: -0.88 -2.13 4.49  0.327
H: 3.42 -1.78 0.66  0.538
H: 0.40 -2.72 3.40  0.283
C: 0.08 -1.88 4.04  -0.764
I: 3.96 1.01 1.26  -0.066
Cl: -1.54 5.16 -3.66  -0.195

Its net charge is -1. The highest occupied orbital energy comes out at -2.53 eV. The HOMO-LUMO gap is 4.989 eV. For the energy above the lowest of the compared OMol25 structures with the same formula, charge and spin, the calculation gives 0.0 kcal per mole.

Question: Which of these has the lowest net charge?
Answer: C36H34AsCl2N2O2RbS